Molecular formula: C25H24Cl5GeN2O3SeSn
Method: DFT, wB97M-V/def2-TZVPD

Element x y z (Å)
Sn1 0.30836 -1.80253 -0.28649
O1 3.66717 -0.15444 4.55689
C1 3.61519 0.77927 3.58720
C2 4.53451 1.82494 3.67618
C3 4.55466 2.82288 2.72740
C4 3.65924 2.80377 1.65387
C5 2.75726 1.77170 1.55850
C6 2.70916 0.74451 2.51457
C7 1.71117 -0.32366 2.31546
O2 1.04239 -0.36592 1.24586
N1 1.57592 -1.19528 3.32190
N2 0.58298 -2.09717 3.24987
C8 0.41075 -3.16807 3.97009
C9 -0.82580 -3.76975 3.61273
C10 -1.53948 -4.90030 4.02079
C11 -2.75042 -5.13491 3.40947
C12 -3.24580 -4.27355 2.41146
C13 -2.55235 -3.15181 1.99976
C14 -1.34218 -2.94106 2.63498
O3 -0.49021 -1.89794 2.39324
H1 2.93264 -0.77626 4.41211
H2 5.22173 1.82384 4.51374
H3 5.26623 3.63412 2.82399
H4 3.67617 3.59081 0.91049
H5 2.05231 1.73293 0.74143
H6 1.15786 -3.45019 4.69596
H7 -1.15288 -5.56179 4.78638
H8 -3.33866 -5.99468 3.70232
H9 -4.20116 -4.49526 1.94997
H10 -2.92973 -2.47461 1.24291
Cl1 -1.54080 1.10803 0.95813
C15 -2.42035 0.02650 -0.07818
C16 -1.76661 -1.08208 -0.59677
C17 -2.47367 -1.88047 -1.48838
Cl2 -1.61968 -3.22169 -2.23237
C18 -3.79781 -1.63441 -1.83354
Cl3 -4.61589 -2.64587 -2.94757
C19 -4.44233 -0.53618 -1.26353
Cl4 -6.07990 -0.22049 -1.64533
C20 -3.74807 0.31033 -0.39623
Cl5 -4.52221 1.69151 0.26194
C21 1.81693 2.81677 -4.39511
Ge1 0.06856 2.87459 -3.53650
C22 -1.31999 3.35901 -4.80211
C23 0.11903 4.04294 -1.98214
C24 -0.36025 1.07503 -2.81731
Se1 1.15444 0.31787 -1.85971
C25 1.93561 -0.66968 -3.34021
H11 2.11591 3.83128 -4.66818
H12 1.79601 2.21579 -5.30744
H13 2.57387 2.41667 -3.71577
H14 -1.11071 4.35618 -5.19465
H15 -2.30036 3.37673 -4.32335
H16 -1.34659 2.65855 -5.63837
H17 0.51508 5.02149 -2.25870
H18 0.76417 3.61692 -1.20868
H19 -0.88081 4.17903 -1.56588
H20 -0.65994 0.35366 -3.57926
H21 -1.16753 1.16342 -2.09003
H22 2.18564 0.04167 -4.12306
H23 1.22407 -1.40583 -3.70628
H24 2.83713 -1.15686 -2.97845

As for the relative energy (zero: lowest compared OMol25 entry of this formula, charge and spin): 55.2 kcal per mole. For the frontier orbital gap, the calculation gives 0.26436 Eh. Its charge is +1. As for the LUMO energy: -0.1353 Ha. The multiplicity is 1.

Molecular formula: C4H9BrN2O2
Method: DFT, wB97M-V/def2-TZVPD

Element x y z (Å)
C1 -1.12996 1.78570 -1.53638
N1 -0.71319 1.28664 -0.23848
C2 0.66839 1.16826 -0.06838
N2 1.16072 0.60636 0.93814
O1 0.58454 -0.09433 1.75704
O2 2.58514 0.64168 1.08763
H1 -1.27728 0.98956 -2.24612
H2 -2.06383 2.32562 -1.60346
H3 -0.42223 2.61372 -1.74112
H4 -1.32991 0.67657 0.29212
H5 1.31239 1.94705 -0.58129
H6 2.67950 -0.05073 1.77304
C3 2.35511 -1.70388 -1.78215
C4 1.14339 -1.43188 -2.19322
Br1 -0.50104 -2.05511 -1.45815
H7 3.25556 -1.20382 -2.22991
H8 2.50976 -2.13659 -0.78324
H9 0.87398 -0.66846 -2.96605

As for the relative energy (zero: lowest compared OMol25 entry of this formula, charge and spin): 0.0 kcal per mole. For the frontier orbital gap, the calculation gives 0.31879 Eh. As for the LUMO energy: 0.0285 Ha. The multiplicity is 1.

Molecular formula: H3NO2Si
Method: DFT, wB97M-V/def2-TZVPD

Element x y z (Å)
N1 0.95557 0.09528 0.06361
O1 1.54907 1.14154 0.17276
O2 1.45013 -0.99588 -0.20581
Si1 -0.88073 -0.06506 0.14979
H1 -0.89162 -0.78548 1.32283
H2 -1.16522 1.51041 -0.01928
H3 -1.01721 -0.90080 -1.48388

As for the relative energy (zero: lowest compared OMol25 entry of this formula, charge and spin): 35.5 kcal per mole. For the frontier orbital gap, the calculation gives 0.37657 Eh. As for the LUMO energy: -0.0129 Ha. The multiplicity is 1.

Molecular formula: ClFO3S
Method: DFT, wB97M-V/def2-TZVPD

Element x y z (Å)
O1 -1.23101 -0.10500 1.21260
O2 -0.34466 1.42946 -0.66062
O3 1.32497 -0.85899 0.38597
F1 -1.52236 -0.85210 -1.11702
S1 -0.64237 0.16142 -0.03369
Cl1 2.41543 0.22520 0.21276

As for the relative energy (zero: lowest compared OMol25 entry of this formula, charge and spin): 0.0 kcal per mole. For the frontier orbital gap (alpha / beta), the calculation gives 0.28016 / 0.27675 Eh. As for the LUMO energy (alpha / beta): -0.1145 / -0.1143 Ha. The multiplicity is 1.